No. 1
The following is a quantum chemistry calculation of a cluster of 3 separate species, C11H29BFNO11S3 in total, from the Open Molecules 2025 dataset.

```
57
C11H29BFNO11S3 (ωB97M-V/def2-TZVPD)
C -0.1276 2.1709 2.3451
C -1.4910 1.7945 2.9246
C -1.4970 0.3333 3.3371
O -2.7332 -0.1297 3.8943
C -3.7937 -0.2060 3.0086
N -4.6305 1.0300 3.0983
C -5.0081 1.3853 4.4968
B -4.7791 2.9193 4.8168
O -4.7857 3.2840 6.1308
O -4.5702 3.8588 3.8311
S -5.8526 1.0638 2.0525
O -6.7680 2.0825 2.4278
O -5.3445 0.9349 0.7348
F -6.6083 -0.2979 2.3291
H -0.0016 3.2511 2.2892
H 0.6847 1.7620 2.9513
H 0.0009 1.7651 1.3409
H -1.7361 2.4152 3.7897
H -2.2651 1.9617 2.1714
H -0.7630 0.1677 4.1263
H -1.2142 -0.3036 2.4893
H -4.3934 -1.0860 3.2523
H -3.4459 -0.2804 1.9745
H -4.4359 0.7566 5.1745
H -6.0664 1.1663 4.6780
H -4.3559 4.1298 6.2784
H -5.3009 3.9539 3.2142
C -2.1686 0.9215 -0.9635
C -1.8251 -0.1517 -1.9692
O -0.5708 0.1134 -2.6512
S 0.7589 -0.1881 -1.8354
C 1.8792 -0.1266 -3.1830
O 0.6792 -1.5168 -1.3038
O 1.0289 0.8954 -0.9375
H -1.4633 0.9216 -0.1341
H -3.1726 0.7470 -0.5734
H -2.1398 1.9074 -1.4274
H -1.7643 -1.1386 -1.5090
H -2.5604 -0.1997 -2.7693
H 1.6459 -0.9347 -3.8706
H 2.8794 -0.2583 -2.7754
H 1.7839 0.8447 -3.6613
C 6.6305 -4.7846 -2.9649
C 7.0627 -3.3559 -2.7282
O 7.0905 -2.5716 -3.9540
S 5.7036 -2.0637 -4.5220
C 6.3368 -0.8790 -5.6549
O 4.9882 -1.4060 -3.4666
O 5.0526 -3.1123 -5.2441
H 5.5850 -4.8421 -3.2624
H 6.7613 -5.3520 -2.0429
H 7.2330 -5.2429 -3.7487
H 6.4222 -2.8472 -2.0076
H 8.0873 -3.3035 -2.3673
H 6.8498 -0.1001 -5.0983
H 5.4798 -0.4738 -6.1886
H 7.0086 -1.3848 -6.3429
```

Output
**Lowest unoccupied orbital energy**: 0.01651 hartree
**Highest occupied orbital energy**: -0.37887 Eh
**Kohn-Sham gap**: 10.8 eV
**SMILES**: CCCOCN(CB(O)O)S(=O)(=O)F.CCOS(C)(=O)=O.CCOS(C)(=O)=O

---

No. 2
The following is a quantum chemistry calculation of the molecule C3H7NO3, from the Open Molecules 2025 dataset.

```
14
C3H7NO3 (ωB97M-V/def2-TZVPD)
N 0.6168 -1.0696 -0.8038
C 0.3534 -0.1649 0.2697
C 0.3962 1.2931 -0.2702
O 1.5805 1.4923 -1.0416
C -0.9246 -0.3551 1.0607
O -1.0630 -0.1303 2.2273
O -1.9367 -0.7990 0.2778
H 0.5999 -2.0399 -0.5065
H -0.0145 -0.9737 -1.5884
H 1.1330 -0.2272 1.0408
H 0.4551 1.9472 0.6000
H -0.4629 1.4052 -0.9278
H 1.9851 0.6201 -1.1538
H -2.7183 -0.9979 0.8158
```

Output
**Energy relative to the best compared isomer or geometry (same formula, charge and spin)**: 26.7 kcal/mol
**Lowest unoccupied orbital energy**: 0.01974 hartree
**Highest occupied orbital energy**: -0.36553 Eh
**Kohn-Sham gap**: 10.5 eV
**SMILES**: N[C@@H](CO)C(=O)O

---

No. 3
The following is a quantum chemistry calculation of a cluster of 2 separate species, C3H9NS2 in total, from the Open Molecules 2025 dataset.

```
15
C3H9NS2 (ωB97M-V/def2-TZVPD)
C -0.1420 1.5176 1.5020
C 1.2087 1.3888 1.5081
N 2.0687 1.8056 0.4719
H -0.7439 1.9549 0.6998
H -0.6171 1.3383 2.4044
H 1.7381 1.2676 2.3436
H 1.7418 2.0977 -0.4000
H 3.0457 1.9053 0.6321
C -1.6627 -2.4782 -0.5543
S -2.1989 -1.7337 -2.0919
S -0.4211 -0.9613 -2.9699
H -0.6800 -2.9380 -0.8255
H -2.2049 -3.3657 -0.4838
H -1.4529 -1.9120 0.3373
H 0.3205 0.1129 -2.5738
```

Output
**Energy relative to the best compared isomer or geometry (same formula, charge and spin)**: 52.0 kcal/mol
**Lowest unoccupied orbital energy**: -0.00041 hartree
**Highest occupied orbital energy**: -0.30145 Eh
**Kohn-Sham gap**: 8.2 eV
**SMILES**: C=CN.CSS

---

No. 4
The following is a quantum chemistry calculation of the molecule C3H8N4, from the Open Molecules 2025 dataset.

```
15
C3H8N4 (ωB97M-V/def2-TZVPD)
H 1.9430 2.5235 0.1919
N 1.6652 1.4716 0.1794
N 2.5894 0.6552 -0.0758
N 2.3617 -0.6397 -0.0960
C 1.2937 -1.4193 0.0236
C -0.0478 -1.0230 0.0190
N -0.4467 0.2515 -0.3769
C -1.7676 0.5620 -0.0699
H 3.2254 -1.1231 -0.4038
H 1.6694 -2.4273 0.1708
H -0.8183 -1.7840 0.1915
H 0.2060 1.0483 -0.2901
H -2.4347 -0.2732 -0.3462
H -1.8051 0.7823 0.9789
H -2.1145 1.5129 -0.5476
```

Output
**Energy relative to the best compared isomer or geometry (same formula, charge and spin)**: 91.9 kcal/mol
**Lowest unoccupied orbital energy**: 0.03743 hartree
**Highest occupied orbital energy**: -0.25550 Eh
**Kohn-Sham gap**: 8.0 eV
**SMILES**: [H]/N=N/N/C=C\NC

---

No. 5
The following is a quantum chemistry calculation of a cluster of 2 separate species, C2H5N2O2 in total, from the Open Molecules 2025 dataset.

```
11
C2H5N2O2 (ωB97M-V/def2-TZVPD)
N -0.4374 -0.0798 -1.0504
C -1.1230 1.0448 -1.4865
N -1.0300 1.4681 -2.6807
H -0.2805 -0.7787 -1.7131
H 0.1332 -0.2368 -0.1065
H -1.6720 1.3672 -0.5456
H 0.0084 1.4275 -3.0383
O 0.0902 -0.8741 2.7046
C 0.9246 -1.0375 1.7620
O 1.3748 -0.3327 0.8104
H 1.5531 -1.8864 1.7486
```

Output
**Energy relative to the best compared isomer or geometry (same formula, charge and spin)**: 43.8 kcal/mol
**Lowest unoccupied orbital energy**: 0.16266 hartree
**Highest occupied orbital energy**: -0.16858 Eh
**Kohn-Sham gap**: 9.0 eV
**Total charge**: -1

---

No. 6
The following is a quantum chemistry calculation of the molecule C5H5N, from the Open Molecules 2025 dataset.

```
11
C5H5N (ωB97M-V/def2-TZVPD)
C 1.0633 -0.6752 0.6068
C 1.0661 0.6380 0.2399
C -0.1468 1.2813 -0.2234
N -1.2769 0.6790 -0.3196
C -1.2008 -0.7553 -0.2132
C -0.0543 -1.5277 0.3059
H 1.9592 -1.1049 1.0529
H 1.9569 1.2570 0.3426
H -0.1244 2.3411 -0.4723
H -2.1797 -1.2080 -0.0188
H -1.0627 -0.9254 -1.3007
```

Output
**Energy relative to the best compared isomer or geometry (same formula, charge and spin)**: 95.0 kcal/mol
**Lowest unoccupied orbital energy (spin up / spin down)**: -0.03671 / -0.03670 hartree
**Highest occupied orbital energy (spin up / spin down)**: -0.30311 / -0.30317 Eh
**Kohn-Sham gap (spin up / spin down)**: 7.2 / 7.3 eV

---

No. 7
The following is a quantum chemistry calculation of a structure of composition C30H52Cl2N3PRe, from the Open Molecules 2025 dataset.

```
89
C30H52Cl2N3PRe (ωB97M-V/def2-TZVPD)
P 1.1514 0.1507 0.0424
C 1.7915 1.8750 -0.7379
C 3.3060 2.1677 -0.8761
C 3.5711 3.5932 -1.4085
C 2.7977 3.9377 -2.6867
C 1.3243 3.5380 -2.5709
C 1.1396 2.0955 -2.1032
C 1.8644 -1.0367 -1.3686
C 3.2295 -0.7894 -2.0170
C 3.6517 -1.9955 -2.9013
C 2.5677 -2.3825 -3.9194
C 1.1799 -2.4793 -3.2847
C 0.8293 -1.2206 -2.4792
C 2.6575 -0.0558 1.1781
C 2.7906 1.1124 2.1397
C 4.1628 1.0226 2.8426
C 4.4124 -0.3523 3.4648
C 4.2244 -1.4908 2.4620
C 2.8483 -1.4515 1.7563
H 1.3584 2.5973 -0.0225
H 3.7646 1.4599 -1.5834
H 3.8623 2.0572 0.0654
H 4.6471 3.7236 -1.5578
H 3.3223 4.3198 -0.6271
H 2.8945 5.0077 -2.8892
H 3.2597 3.4345 -3.5435
H 0.8218 4.2183 -1.8828
H 0.8247 3.6877 -3.5258
H 0.0655 1.8540 -2.0667
H 1.6309 1.4340 -2.8383
H 1.9215 -1.9818 -0.8081
H 3.8748 -2.8513 -2.2476
H 4.0545 -0.6231 -1.3062
H 3.1865 0.0914 -2.6790
H 4.5996 -1.7666 -3.4073
H 2.8496 -3.3240 -4.3965
H 2.5569 -1.6358 -4.7229
H 0.4286 -2.6639 -4.0582
H 1.1486 -3.3505 -2.6202
H -0.1894 -1.2914 -2.0594
H 0.8481 -0.3537 -3.1591
H 3.5026 0.0360 0.5061
H 2.7413 2.0907 1.6227
H 1.9504 1.0798 2.8489
H 4.9627 1.2508 2.1154
H 4.2199 1.7900 3.6220
H 3.7633 -0.4988 4.3391
H 5.4223 -0.3795 3.8676
H 4.3370 -2.4439 2.9851
H 5.0227 -1.4395 1.7029
H 2.8486 -2.2258 0.9617
H 2.0114 -1.6725 2.4369
Re -1.1771 -0.2045 0.9218
Cl -0.4126 -2.5895 0.7106
Cl -1.3790 2.1485 1.0403
C -2.8987 -0.1188 -0.1222
H -3.7880 0.1561 0.4663
C -3.2643 -0.2960 -1.5172
C -4.3954 -1.0280 -1.9675
C -4.6457 -1.1454 -3.3354
C -3.7779 -0.5426 -4.2711
C -2.6443 0.1614 -3.8239
C -2.3989 0.2797 -2.4621
H -5.0621 -1.4689 -1.2334
H -5.5169 -1.6864 -3.7101
H -1.9624 0.6510 -4.5366
H -1.5547 0.8414 -2.0737
H -3.9868 -0.6100 -5.3544
C -4.2746 1.7826 4.0791
N -4.4846 0.3495 3.8744
C -5.5674 -0.2318 4.6365
C -3.7618 -0.3584 2.9642
N -2.6051 0.1542 2.5465
N -4.2013 -1.6177 2.6093
C -5.6256 -2.0459 2.5732
C -3.1725 -2.4698 2.0721
H -5.1482 2.1527 4.6392
H -4.1965 2.3169 3.1271
H -3.3902 1.9441 4.7051
H -6.5133 -0.2542 4.0511
H -5.3171 -1.2521 4.9908
H -5.7403 0.4057 5.5286
H -2.5357 1.1308 2.8877
H -5.7921 -2.7471 1.7525
H -5.9855 -2.5402 3.4968
H -6.2931 -1.1902 2.3853
H -2.3813 -1.8092 1.6162
H -2.6558 -3.0070 2.8803
H -3.5063 -3.1294 1.2482
```

Output
**Spin multiplicity**: 4
**Energy relative to the best compared isomer or geometry (same formula, charge and spin)**: 15.3 kcal/mol
**Lowest unoccupied orbital energy (spin up / spin down)**: 0.00498 / -0.00989 hartree
**<S²>**: 3.804
**Highest occupied orbital energy (spin up / spin down)**: -0.20105 / -0.25305 Eh
**Kohn-Sham gap (spin up / spin down)**: 5.6 / 6.6 eV